1.
Here is a molecular structure, C2H3CuO2P from OMol25. Energies are from ωB97M-V/def2-TZVPD.

Values from the calculation:
**HOMO-LUMO gap (spin up / spin down)**: 6.6 / 5.6 eV
**Spin multiplicity**: 2
**Net charge**: +2
**<S²>**: 0.780
**F_max**: 0.0828 Eh/bohr

CARTESIAN COORDINATES (ANGSTROEM)
O -2.35134 2.25666 -0.57751
C -1.48094 2.06884 -1.39702
H -1.01747 2.16021 -2.54715
P -1.94577 0.41076 -1.64657
C 1.75093 -1.65231 1.61465
O 0.63881 -1.32058 1.24005
Cu -0.20968 -0.50644 -0.14167
H 2.20861 -1.15812 2.48620
H 2.40685 -2.25902 0.96903

Here are the Löwdin charges for atoms 1 to 8, given in e: atom 1 (O): 0.11, atom 2 (C): -0.41, atom 3 (H): 0.22, atom 4 (P): 1.28, atom 5 (C): 0.07, atom 6 (O): -0.10, atom 7 (Cu): 0.55, atom 8 (H): 0.14

2.
Here is 2 unconnected molecules or ions with the total composition C2H3F2I from OMol25. Energies are from ωB97M-V/def2-TZVPD.

Values from the calculation:
**HOMO-LUMO gap**: 9.9 eV
**Relative energy (zero: lowest compared OMol25 entry of this formula, charge and spin)**: 179.18 kJ/mol
**F_max**: 0.0662 Eh/bohr

CARTESIAN COORDINATES (ANGSTROEM)
C 0.39237 0.53143 0.36792
C -0.13155 1.06299 1.49704
F 0.07454 0.37331 2.71778
F -1.22562 1.84599 1.48098
H 1.43866 0.21046 0.55904
H 0.23976 1.00634 -0.57703
I 2.88726 2.84690 0.34201
H 3.62000 3.99366 1.35384

Table of Löwdin atomic charges, one value per atom, all in e: atom 1 (C): -0.01, atom 2 (C): -0.37, atom 3 (F): 0.03, atom 4 (F): 0.09, atom 5 (H): 0.04, atom 6 (H): 0.05, atom 7 (I): 0.44, atom 8 (H): -0.27

3.
Here is 2 unconnected molecules or ions with the total composition C2H3F2NO from OMol25. Energies are from ωB97M-V/def2-TZVPD.

Values from the calculation:
**HOMO-LUMO gap (spin up / spin down)**: 9.6 / 9.6 eV
**Relative energy (zero: lowest compared OMol25 entry of this formula, charge and spin)**: 774.67 kJ/mol
**F_max**: 0.1074 Eh/bohr

CARTESIAN COORDINATES (ANGSTROEM)
C -0.41987 0.15652 0.94331
C 0.45112 -0.28136 -0.06998
N 2.47432 0.00299 0.55577
O -0.04602 -1.24889 0.69718
F 3.26762 -0.92790 -0.10937
F 2.85063 1.22531 -0.11265
H 0.15293 0.58920 1.75235
H -1.38516 0.40287 0.44790
H 0.57385 -0.27986 -1.05732

Here are the Löwdin charges for atoms 1 to 8, given in e: atom 1 (C): -0.04, atom 2 (C): -0.14, atom 3 (N): 0.02, atom 4 (O): 0.04, atom 5 (F): -0.10, atom 6 (F): -0.14, atom 7 (H): 0.12, atom 8 (H): 0.14

4.
Here is a gas-phase ion, C2H3F2O3S (charge -1) from OMol25. Energies are from ωB97M-V/def2-TZVPD.

Values from the calculation:
**HOMO-LUMO gap**: 7.7 eV
**Relative energy (zero: lowest compared OMol25 entry of this formula, charge and spin)**: 115.94 kJ/mol
**Net charge**: -1
**F_max**: 0.0846 Eh/bohr

CARTESIAN COORDINATES (ANGSTROEM)
C 0.73833 0.08990 -0.62346
C -0.78251 -0.12735 -0.07190
O -0.65855 1.73661 1.96306
O 0.82333 -0.30279 2.04956
O 0.97071 -0.67143 -1.87636
F -1.66682 0.85433 -0.55995
F -1.34398 -1.29613 -0.50822
S -0.56352 0.19726 1.96273
H 1.29792 -0.23626 0.27040
H 0.91636 1.09570 -0.75388
H 0.26874 -1.33983 -1.85199

Here are the Löwdin charges for atoms 1 to 8, given in e: atom 1 (C): -0.14, atom 2 (C): -0.48, atom 3 (O): -0.59, atom 4 (O): -0.59, atom 5 (O): -0.10, atom 6 (F): -0.04, atom 7 (F): 0.00, atom 8 (S): 0.73

5.
Here is C2H3F3 in the gas phase from OMol25. Energies are from ωB97M-V/def2-TZVPD.

Values from the calculation:
**HOMO-LUMO gap**: 14.2 eV
**Relative energy (zero: lowest compared OMol25 entry of this formula, charge and spin)**: 58.10 kJ/mol
**F_max**: 0.0448 Eh/bohr

CARTESIAN COORDINATES (ANGSTROEM)
C -0.13217 -0.02626 0.03388
C -1.72077 -0.02636 0.01627
F -2.31332 0.36943 -1.14587
F -2.25294 -1.21819 0.22461
F -2.27360 0.86589 0.82156
H 0.24188 -1.06080 -0.23540
H 0.34097 0.85975 -0.55168
H 0.15850 0.04552 1.16844

Table of Löwdin atomic charges, one value per atom, all in e: atom 1 (C): 0.03, atom 2 (C): -0.69, atom 3 (F): 0.08, atom 4 (F): 0.14, atom 5 (F): 0.13, atom 6 (H): 0.09, atom 7 (H): 0.11, atom 8 (H): 0.11

6.
Here is a molecular structure, C2H3F3IN from OMol25. Energies are from ωB97M-V/def2-TZVPD.

Values from the calculation:
**HOMO-LUMO gap (spin up / spin down)**: 8.6 / 8.6 eV
**Relative energy (zero: lowest compared OMol25 entry of this formula, charge and spin)**: 315.09 kJ/mol
**F_max**: 0.0893 Eh/bohr

CARTESIAN COORDINATES (ANGSTROEM)
C 0.17840 -0.48410 0.12248
C 0.42234 1.00057 0.17837
N -0.70281 -0.90966 -0.84984
F 1.22644 1.43625 1.08300
F 0.68283 1.53583 -1.07313
F -0.75355 1.69256 0.54194
I 2.09132 -1.36662 0.15464
H -0.84691 -0.49429 1.68118
H -0.65376 -1.92179 -1.05341
H -1.64430 -0.48874 -0.78522

Here are the Löwdin charges for atoms 1 to 8, given in e: atom 1 (C): -0.81, atom 2 (C): -0.76, atom 3 (N): -0.02, atom 4 (F): 0.13, atom 5 (F): 0.08, atom 6 (F): 0.02, atom 7 (I): 0.95, atom 8 (H): 0.20

The lowest F_max belongs to which entry?
C2H3F3